{"formula": "C6H9NOS4", "method": "wB97M-V/def2-TZVPD", "homo_energy_ev": -8.1, "max_force_ha_per_bohr": 0.089, "lumo_ev": 0.3, "spin_multiplicity": 1, "homo_lumo_gap_ev": 8.352, "elements": ["C", "C", "C", "C", "C", "C", "N", "O", "S", "S", "S", "S", "H", "H", "H", "H", "H", "H", "H", "H", "H"], "coordinates": [[-0.623, -0.718, 1.637], [0.947, -0.482, -0.939], [-0.014, 0.694, -0.586], [1.566, -0.936, 0.342], [-2.368, 1.070, 0.157], [-1.117, 0.300, 0.406], [0.521, -1.350, 1.268], [-1.428, -0.899, 2.538], [-2.575, -0.675, -0.517], [-2.434, -0.690, -2.425], [-2.281, 2.465, -1.064], [-3.492, 1.618, 1.434], [0.372, -1.274, -1.320], [1.516, -0.235, -1.820], [0.513, 1.443, 0.023], [-0.288, 0.989, -1.617], [2.097, -1.851, 0.105], [2.255, -0.225, 0.829], [1.017, -1.749, 2.102], [-3.498, 2.851, -0.728], [-3.548, 0.491, 2.122]]}